Record 1
Here is a molecular structure, C5H11CaO3 in a non-equilibrium geometry from OMol25. Energies are from wB97M-V/def2-TZVPD.

Each line ends with the natural charge from an NBO analysis.
Element x y z (Å)
O (0.50941, -1.27008, 0.49592)  -0.827
H (1.36299, -1.41548, 0.99479)  0.539
C (-3.27783, 0.07365, 0.09387)  -0.263
O (-1.95861, -0.40810, 0.34604)  -0.669
C (-1.75323, -1.79159, 0.04717)  -0.105
C (-0.51025, -2.23648, 0.78214)  -0.101
H (-3.21597, 1.16241, -0.00165)  0.198
H (-3.66135, -0.36808, -0.83487)  0.210
H (-3.92755, -0.19004, 0.93697)  0.213
H (-1.64096, -1.89870, -1.04129)  0.208
H (-2.61525, -2.38106, 0.38556)  0.224
H (-0.19671, -3.22217, 0.41876)  0.225
H (-0.68474, -2.27899, 1.86504)  0.199
C (2.85341, 1.71607, -1.39294)  -0.589
C (2.73411, 1.62745, -0.04604)  0.170
O (1.58271, 1.64632, 0.61507)  -1.040
Ca (-0.19107, 0.74125, 0.45320)  1.840
H (2.05853, 2.15968, -2.00023)  0.188
H (3.80125, 1.45056, -1.86219)  0.218
H (3.63543, 1.59397, 0.58656)  0.162

## Properties
Highest occupied orbital energy, eV: -10.74
Charge: +1
F_max, eV/A: 3.0
Calculated total energy, eV: -29938.249

=====

Record 2
Here is a single BF4HNP molecule in a non-equilibrium geometry from OMol25. Energies are from wB97M-V/def2-TZVPD.

Each line ends with the natural charge from an NBO analysis.
Element x y z (Å)
F (0.87918, 2.05727, 1.03792)  -0.500
B (-0.17182, 1.16163, 0.79045)  1.368
F (-1.37861, 1.35137, 1.41568)  -0.497
N (-0.09105, 0.19045, -0.19690)  -1.265
P (-0.64497, -1.37050, -0.59523)  1.638
F (0.04045, -1.37824, -1.98429)  -0.576
F (0.54914, -2.07638, 0.08840)  -0.580
H (0.81768, 0.06439, -0.55603)  0.411

## Properties
Highest occupied orbital energy, eV: -11.29
SMILES: FB(F)NP(F)F
Charge: 0
F_max, eV/A: 2.8
Calculated total energy, eV: -22347.782

=====

Record 3
Here is 2 unconnected molecules or ions with the total composition C2H3NO3 in a non-equilibrium geometry from OMol25. Energies are from wB97M-V/def2-TZVPD.

Each line ends with the natural charge from an NBO analysis.
Element x y z (Å)
C (1.48269, 0.37679, 0.76323)  -0.765
C (1.21886, 0.08409, -0.43013)  0.716
O (0.89782, -0.16143, -1.52263)  -0.468
H (1.13306, 1.22208, 1.18283)  0.258
H (2.20669, -0.15015, 1.22674)  0.257
O (-2.19319, -1.74585, 0.19475)  -0.246
N (-1.68138, -1.00754, -0.56719)  0.381
O (-1.83899, 0.38510, -0.13914)  -0.613
H (-1.22557, 0.99692, -0.70846)  0.479

## Properties
Highest occupied orbital energy, eV: -9.82
SMILES: C=C=O.O=NO
Charge: 0
F_max, eV/A: 4.0
Calculated total energy, eV: -9750.775

=====

Frontier orbital gap values, unit hartree, following the record order: 0.2493; 0.4357; 0.3645.
Energy above the lowest of the compared OMol25 structures with the same formula, charge and spin values, unit kJ/mol, following the record order: 0.0; 11.3; 512.8.